[1]
ORCA calculation (wB97M-V/def2-TZVPD) on a 2-piece molecular cluster, C3H8NO overall in a non-equilibrium geometry.

Calculated values
LUMO energy: 4.4 eV
ΔE to the lowest compared entry with this formula, charge and spin: 48.0 kcal per mole
net charge: -1

Structure (XYZ):
```
13
Properties=species:S:1:pos:R:3:forces:R:3:mulliken_charge:R:1
C -1.0841 1.3229 -1.5088 0.9788 -2.0073 3.6112 -0.476
O -0.0545 0.3828 -1.8443 -0.1374 0.5951 -1.4925 -0.578
H -1.9072 0.6326 -1.1821 0.2800 1.1254 0.5763 0.134
H -0.6271 1.9470 -0.6099 -1.5844 -0.8535 -1.6833 0.163
H -1.5843 1.9163 -2.2373 0.6882 0.6153 -1.3910 0.283
C 1.6248 -0.3577 1.5655 -0.9194 -0.2272 0.6894 -0.980
C 0.2960 -0.8194 1.5697 4.2215 -1.3734 -0.5534 -0.129
N -0.5327 -0.7395 0.5452 -3.0637 0.3671 0.3992 -0.604
H 2.2124 0.1347 0.8322 -0.4613 0.9659 -1.2766 0.270
H 2.2912 -0.4819 2.3957 -0.1316 -0.8314 0.8528 0.251
H 0.3866 -1.7642 2.1939 -1.3227 1.0584 0.8097 0.171
H -1.5390 -0.8268 0.9089 1.7842 -0.3966 -0.8421 0.073
H -0.0875 -0.3188 -1.1218 -0.3321 0.9622 0.3003 0.422
```
Forces are in eV/Å.

[2]
ORCA calculation (wB97M-V/def2-TZVPD) on an isolated ion of composition C3H8NO and charge -2 in a non-equilibrium geometry.

Calculated values
LUMO energy (spin up / spin down): 7.4 / 7.4 eV
2S+1: 2
ΔE to the lowest compared entry with this formula, charge and spin: 9.4 kcal per mole
net charge: -2

Structure (XYZ):
```
13
Properties=species:S:1:pos:R:3:forces:R:3:mulliken_charge:R:1
C -1.0324 0.1837 0.3819 -0.1645 -1.2471 -2.0373 -1.093
O -1.1902 -0.1749 1.6548 0.3738 0.5378 0.6642 -0.894
C 0.3458 -0.1995 -0.3188 -0.6101 -1.3841 1.6441 1.734
C 0.3109 -0.3932 -1.8362 0.5373 1.4203 0.1548 -4.610
N 1.4192 0.6126 0.3140 0.1428 0.1284 -1.8188 -1.191
H -1.1837 1.2682 0.1000 -0.0538 0.0370 0.2999 0.389
H -1.7436 -0.3866 -0.3108 0.0758 0.5376 0.1158 0.299
H 0.5014 -1.2205 0.0755 -0.1353 0.0444 0.0634 0.292
H -0.3181 0.4089 -2.2523 0.0435 -0.2928 -0.3865 0.454
H 1.3149 -0.2686 -2.2600 -0.0596 -0.0006 -0.1340 1.478
H -0.0416 -1.3647 -2.1977 -0.2459 0.1436 0.3217 0.520
H 2.1630 -0.0275 0.5519 0.0935 0.2975 0.4511 0.309
H 1.0105 1.0533 1.1166 0.0024 -0.2221 0.6616 0.315
```
Forces are in eV/Å.

[3]
ORCA calculation (wB97M-V/def2-TZVPD) on one molecule with the formula C3H8NO.

Calculated values
LUMO energy (spin up / spin down): 1.2 / -1.4 eV
2S+1: 2
ΔE to the lowest compared entry with this formula, charge and spin: 5.5 kcal per mole

Structure (XYZ):
```
13
Properties=species:S:1:pos:R:3:forces:R:3:mulliken_charge:R:1
C -0.1627 1.0232 -0.0116 0.4497 -0.0499 -0.1155 -0.242
N -0.0449 -0.3311 -0.5685 -0.1131 -0.3111 0.6890 -0.380
C 1.0517 -1.1362 0.0385 -0.3283 0.2792 -0.8298 -0.220
O 0.5505 -1.4668 1.2411 -0.1784 -0.1541 0.3265 -0.411
C -1.3349 1.7398 -0.6473 -0.2976 -0.1971 0.0919 -1.191
H 0.7625 1.5430 -0.2854 -0.0497 -0.0728 0.1616 0.318
H -0.2382 0.9891 1.0816 0.0426 0.1688 -0.1556 0.311
H -0.9117 -0.8337 -0.3728 0.0264 -0.0320 -0.2612 0.254
H 1.2553 -1.9760 -0.6403 0.0670 -0.0005 0.2018 0.275
H 1.9008 -0.4603 0.1012 0.4105 0.0535 0.0220 0.284
H -1.4815 1.3652 -1.6547 0.0909 0.0807 -0.2915 0.345
H -2.2678 1.5469 -0.1154 0.0242 0.1298 0.0884 0.312
H -1.1502 2.8085 -0.6970 -0.1441 0.1056 0.0723 0.344
```
Forces are in eV/Å.